No. 1
The following is a quantum chemistry calculation of a molecular structure, C39H55N4O5SSi2V, from the OMol25 dataset.

Each line ends with the Mulliken charge.
Geometry (Å):
1 V 0.166 -0.421 0.277  -2.197
2 O 3.898 -1.039 1.407  -0.605
3 C 2.893 -0.739 0.811  -0.645
4 N 1.615 -1.061 1.177  1.109
5 C 1.526 -2.087 2.188  -1.568
6 C 0.126 -2.591 2.163  0.411
7 C -0.335 -3.693 2.878  -0.762
8 C -1.661 -4.069 2.739  -0.675
9 C -2.493 -3.302 1.930  -0.694
10 C -1.959 -2.211 1.266  -1.012
11 N -0.670 -1.884 1.362  1.670
12 C 2.806 -0.158 -0.562  0.835
13 C 3.645 -0.546 -1.528  -1.416
14 C 3.184 -0.567 -2.936  -0.387
15 C 1.436 0.460 -3.789  -0.951
16 C 0.553 0.962 -2.641  -0.728
17 N 1.511 0.331 -0.819  0.456
18 H 1.777 -1.674 3.174  0.111
19 H 2.258 -2.883 1.980  0.687
20 H 0.331 -4.242 3.525  0.611
21 H -2.044 -4.940 3.249  0.495
22 H -3.533 -3.563 1.805  0.486
23 H -2.568 -1.585 0.625  0.750
24 H 4.600 -0.976 -1.260  0.528
25 H 3.805 -1.250 -3.516  0.664
26 H 0.989 0.519 -4.777  0.528
27 H -0.437 1.358 -2.864  0.670
28 C -1.313 -2.176 -3.918  -1.185
29 Si -0.751 -2.654 -2.161  0.372
30 C 0.812 -3.764 -1.978  -1.221
31 C -2.185 -3.658 -1.413  -1.300
32 N -0.265 -1.142 -1.328  0.205
33 C 0.760 -0.400 -1.908  0.966
34 C 1.673 -0.878 -3.066  -0.544
35 C 2.945 0.786 -3.694  -0.127
36 C 3.294 1.995 -2.918  -1.101
37 C 2.561 2.391 -1.886  -0.579
38 C 1.301 1.686 -1.504  1.477
39 O 0.400 2.432 -0.760  -0.270
40 C 0.884 3.513 0.001  0.193
41 C 0.357 4.769 -0.261  -0.503
42 C 0.827 5.866 0.442  -0.823
43 C 1.832 5.709 1.381  -0.847
44 C 2.337 4.449 1.652  -1.064
45 C 1.851 3.338 0.983  1.011
46 H -1.583 -3.077 -4.461  0.415
47 H -0.576 -1.649 -4.513  0.317
48 H -2.206 -1.556 -3.872  0.336
49 H 0.571 -4.671 -1.429  0.545
50 H 1.625 -3.265 -1.449  0.293
51 H 1.189 -4.089 -2.945  0.407
52 H -2.427 -4.414 -2.154  0.520
53 H -3.093 -3.093 -1.236  0.387
54 H -1.914 -4.187 -0.506  0.282
55 H 1.443 -1.839 -3.505  0.825
56 H 3.424 0.779 -4.674  0.629
57 H 4.180 2.540 -3.199  0.468
58 H 2.816 3.275 -1.326  0.352
59 H -0.406 4.876 -1.016  0.515
60 H 0.426 6.848 0.243  0.485
61 H 2.226 6.565 1.904  0.456
62 H 3.124 4.340 2.378  0.625
63 H 2.236 2.348 1.203  0.111
64 C 0.630 1.700 6.158  -1.461
65 C 1.352 1.643 4.822  1.688
66 C 2.055 0.301 4.663  -1.285
67 C 2.342 2.794 4.701  -1.714
68 O 0.414 1.770 3.716  0.904
69 Si -1.126 1.398 3.519  -1.667
70 S -1.100 0.911 1.274  0.026
71 O -1.533 0.007 4.192  1.283
72 C -2.696 -0.437 4.937  1.590
73 C -3.874 -0.544 3.976  -1.139
74 C -2.320 -1.795 5.524  -1.509
75 C -3.019 0.544 6.057  -1.652
76 O -2.295 2.466 3.584  0.017
77 C -2.516 3.882 3.396  1.984
78 C -2.264 4.563 4.737  -1.732
79 C -3.968 4.038 2.953  -1.814
80 C -1.565 4.400 2.327  -1.436
81 H 1.357 1.688 6.965  0.603
82 H -0.026 0.842 6.268  0.175
83 H 0.038 2.607 6.238  0.284
84 H 2.804 0.170 5.439  0.572
85 H 2.554 0.257 3.697  0.192
86 H 1.315 -0.493 4.753  0.036
87 H 3.037 2.766 5.535  0.476
88 H 1.821 3.747 4.716  0.385
89 H 2.907 2.707 3.779  0.268
90 H -3.657 -1.261 3.188  -0.036
91 H -4.064 0.428 3.529  0.061
92 H -4.762 -0.866 4.511  0.573
93 H -2.116 -2.515 4.738  0.125
94 H -3.138 -2.165 6.135  0.471
95 H -1.438 -1.701 6.152  0.304
96 H -3.248 1.523 5.649  0.219
97 H -2.185 0.640 6.745  0.341
98 H -3.879 0.181 6.612  0.569
99 H -2.916 4.151 5.503  0.388
100 H -2.457 5.627 4.654  0.529
101 H -1.230 4.415 5.042  0.213
102 H -4.640 3.574 3.669  0.359
103 H -4.119 3.577 1.980  0.347
104 H -4.216 5.093 2.879  0.475
105 H -0.534 4.219 2.622  -0.002
106 H -1.707 5.466 2.185  0.686
107 H -1.753 3.894 1.382  0.307

Forces on atoms 1 to 3 (eV/Å):
V -2.36 -0.21 1.11
O -0.61 0.10 -0.13
C 1.90 0.47 -0.62

Its HOMO-LUMO gap (spin up / spin down) is 6.669 / 6.140 eV. As for the HOMO energy (spin up / spin down): -13.8 / -13.8 eV. The charge is +2. The value obtained for the LUMO energy (spin up / spin down) is -0.26313 / -0.28243 Ha.

***

No. 2
The following is a quantum chemistry calculation of a molecular structure, C39H56N8PS4Ti, from the OMol25 dataset.

Each line ends with the Löwdin spin population.
Geometry (Å):
1 Ti -0.413 -0.902 0.442  0.906
2 S -0.805 -2.169 2.426  0.026
3 S -2.534 -3.215 1.941  0.013
4 S -4.049 -2.000 1.218  0.005
5 S -3.970 -1.867 -0.765  -0.001
6 C 1.846 -0.870 -2.643  0.001
7 C 1.997 -2.245 -1.986  0.000
8 C 3.254 -2.961 -2.461  0.000
9 P 1.824 -1.937 -0.140  0.014
10 C 2.715 -3.327 0.725  0.006
11 C 1.880 -4.595 0.603  0.000
12 C 2.842 -2.926 2.192  0.000
13 C 2.921 -0.543 0.184  0.000
14 C 4.303 -0.519 0.031  0.000
15 C 5.054 0.570 0.438  -0.001
16 C 6.544 0.613 0.274  0.000
17 C 4.384 1.629 1.050  0.000
18 C 3.022 1.627 1.213  -0.001
19 C 2.231 0.549 0.761  0.002
20 N 0.876 0.515 0.894  -0.001
21 C 0.349 1.601 1.633  0.001
22 C 0.262 1.532 3.028  0.000
23 C 0.741 0.327 3.777  0.001
24 C -0.225 2.629 3.724  0.000
25 C -0.590 3.799 3.080  -0.001
26 C -1.094 4.981 3.853  0.000
27 C -0.437 3.874 1.700  0.000
28 C 0.037 2.798 0.970  0.000
29 C 0.306 2.911 -0.501  0.000
30 H 1.579 -0.960 -3.695  0.000
31 H 2.780 -0.313 -2.569  0.000
32 H 1.069 -0.289 -2.126  0.001
33 H 1.130 -2.862 -2.257  0.000
34 H 4.146 -2.398 -2.202  0.000
35 H 3.223 -3.067 -3.545  0.000
36 H 3.324 -3.956 -2.028  0.000
37 H 3.706 -3.465 0.277  0.000
38 H 0.970 -4.482 1.194  0.000
39 H 2.426 -5.458 0.983  0.000
40 H 1.611 -4.781 -0.436  0.000
41 H 3.495 -2.063 2.315  0.000
42 H 3.238 -3.751 2.780  0.000
43 H 1.850 -2.672 2.580  0.000
44 H 4.811 -1.376 -0.393  0.000
45 H 6.908 -0.264 -0.253  0.000
46 H 7.028 0.657 1.249  0.000
47 H 6.839 1.502 -0.281  0.000
48 H 4.956 2.469 1.422  0.000
49 H 2.553 2.459 1.714  0.000
50 H 1.121 -0.429 3.088  0.000
51 H -0.060 -0.119 4.366  0.000
52 H 1.540 0.609 4.461  0.000
53 H -0.289 2.571 4.801  0.000
54 H -1.123 4.760 4.918  0.000
55 H -2.097 5.250 3.526  0.000
56 H -0.451 5.847 3.691  0.000
57 H -0.660 4.803 1.192  0.000
58 H -0.194 3.773 -0.934  0.000
59 H -0.013 2.006 -1.024  0.000
60 H 1.379 3.020 -0.669  0.000
61 C -0.777 -6.639 -0.929  0.000
62 C -1.702 -5.426 -0.868  0.000
63 N -1.512 -4.490 -1.968  0.001
64 C -1.757 -5.051 -3.288  0.000
65 C -0.449 -5.397 -4.009  0.000
66 C -1.274 -3.171 -1.801  0.001
67 C -1.466 -2.257 -2.979  0.000
68 N -0.874 -2.616 -0.703  -0.003
69 H -0.904 -7.229 -0.025  0.000
70 H 0.263 -6.333 -0.991  0.000
71 H -1.007 -7.276 -1.780  0.000
72 H -1.558 -4.917 0.087  0.000
73 H -2.745 -5.766 -0.886  0.000
74 H -2.346 -4.356 -3.890  0.000
75 H -2.351 -5.960 -3.171  0.000
76 H 0.176 -4.516 -4.138  0.000
77 H -0.669 -5.814 -4.988  0.000
78 H 0.119 -6.132 -3.445  0.000
79 H -2.540 -2.126 -3.119  0.000
80 H -1.019 -2.621 -3.899  0.000
81 H -1.037 -1.289 -2.731  0.000
82 H -0.778 -3.278 0.072  0.000
83 C -2.547 1.012 -1.598  0.003
84 C -2.587 1.186 -0.132  0.004
85 N -2.015 0.358 0.724  0.014
86 C -2.421 0.741 1.975  0.004
87 C -3.224 1.830 1.867  0.001
88 N -3.328 2.110 0.526  0.000
89 C -4.115 3.186 -0.038  0.000
90 N -3.320 4.212 -0.643  0.000
91 N -2.840 4.043 -1.903  0.000
92 N -2.148 5.048 -2.255  0.000
93 C -2.136 5.956 -1.244  0.000
94 C -1.521 7.205 -1.135  0.000
95 C -1.707 7.896 0.041  0.000
96 C -2.486 7.381 1.083  0.000
97 C -3.106 6.146 0.996  0.000
98 C -2.908 5.430 -0.174  0.000
99 H -1.557 0.664 -1.904  0.002
100 H -2.790 1.931 -2.125  0.000
101 H -3.264 0.217 -1.847  0.000
102 H -2.126 0.202 2.859  0.000
103 H -3.731 2.414 2.607  0.000
104 H -4.708 3.626 0.769  0.000
105 H -4.780 2.775 -0.807  0.000
106 H -0.927 7.594 -1.945  0.000
107 H -1.247 8.866 0.165  0.000
108 H -2.601 7.966 1.984  0.000
109 H -3.718 5.767 1.801  0.000

Forces on atoms 1 to 3 (eV/Å):
Ti -0.24 -1.49 -0.20
S 0.18 0.06 0.10
S -0.59 -0.17 0.07

Its HOMO-LUMO gap (spin up / spin down) is 5.825 / 5.832 eV. As for the HOMO energy (spin up / spin down): -5.7 / -5.8 eV. As for the spin multiplicity: 2. The value obtained for the LUMO energy (spin up / spin down) is 0.00276 / 0.00278 Ha. As for the expectation value of S²: 0.755.

***

no.,M (g/mol),energy (Ha)
1,799.07,-4035.16847
2,844.04,-4741.44661